Entry 1:
Formula: C38H50BrN4O4PPt
Source: OMol25
Level of theory: ωB97M-V/def2-TZVPD

Values from the calculation:
E_tot, eV: -136907.6083
Energy above the lowest of the compared OMol25 structures with the same formula, charge and spin, eV: 0.000
Frontier orbital gap (alpha / beta), eV: 3.636 / 3.632
Max |F|, eV/Å: 1.86
Net charge: +4
Highest occupied orbital energy (alpha / beta), eV: -18.34 / -18.34

Each line ends with the Mulliken charge.
Geometry (Å):
1 Pt -0.066 0.503 -0.174  0.615
2 C 3.657 -1.077 0.986  -1.144
3 O 2.711 0.040 1.121  -0.020
4 C 3.052 1.110 1.748  0.096
5 C 4.298 1.433 2.226  -0.635
6 C 4.464 2.651 2.884  -0.571
7 Br 6.096 3.132 3.489  0.145
8 C 3.368 3.583 3.110  -0.351
9 C 2.113 3.345 2.672  0.822
10 C 1.871 2.067 1.929  1.463
11 O 0.759 1.787 1.507  -0.964
12 C 1.024 4.283 2.923  -0.248
13 N -0.254 4.191 2.521  0.393
14 C -0.974 5.286 2.951  0.676
15 C -2.316 5.644 2.794  -0.870
16 C -2.684 6.835 3.369  -0.577
17 C -1.760 7.657 4.068  -0.551
18 C -0.442 7.310 4.227  -0.906
19 C -0.068 6.093 3.651  0.629
20 N 1.142 5.434 3.605  -0.007
21 H 4.015 -1.359 1.975  0.531
22 H 4.474 -0.776 0.332  0.423
23 H 3.081 -1.879 0.541  0.293
24 H 5.144 0.772 2.100  0.658
25 H 3.617 4.485 3.652  0.630
26 H -0.626 3.404 2.011  -0.114
27 H -3.021 5.022 2.261  0.476
28 H -3.711 7.163 3.295  0.449
29 H -2.115 8.588 4.490  0.443
30 H 0.254 7.938 4.764  0.450
31 H 1.978 5.777 4.057  0.263
32 N -3.373 -4.255 3.869  -0.266
33 C -3.381 -4.031 2.546  0.295
34 O -4.020 -4.659 1.737  -0.553
35 C -2.502 -2.896 2.005  0.835
36 C -1.703 -2.031 2.746  -0.758
37 C -0.978 -1.052 2.101  -0.475
38 N -1.028 -0.921 0.764  0.050
39 C -1.790 -1.756 0.022  -0.280
40 C -2.531 -2.746 0.624  -0.881
41 H -3.950 -5.008 4.216  0.274
42 H -2.868 -3.708 4.541  0.125
43 H -1.625 -2.090 3.823  0.337
44 H -0.348 -0.359 2.642  0.395
45 H -1.784 -1.605 -1.046  0.669
46 H -3.148 -3.415 0.038  0.582
47 O -0.683 0.111 -1.967  0.114
48 P 0.078 0.260 -3.351  0.178
49 C 1.810 0.533 -2.804  0.414
50 C 2.939 0.260 -3.807  -1.491
51 C 3.177 1.432 -4.754  -0.421
52 C 3.475 2.705 -3.967  -1.168
53 C 2.328 3.037 -3.012  -0.472
54 C 2.046 1.863 -2.074  -0.270
55 C -0.786 1.576 -4.248  0.838
56 C -1.028 2.858 -3.390  -0.778
57 C -2.510 3.190 -3.201  -1.247
58 C -3.293 1.974 -2.727  -0.335
59 C -3.224 0.840 -3.767  -0.418
60 C -2.133 1.065 -4.816  -1.577
61 C 0.117 -1.315 -4.241  -0.159
62 C -1.118 -2.237 -3.993  -0.249
63 C -1.851 -2.620 -5.278  -0.878
64 C -0.914 -3.233 -6.321  -0.809
65 C 0.456 -2.536 -6.391  -1.034
66 C 0.439 -1.151 -5.745  -0.669
67 H 1.829 -0.264 -2.042  0.147
68 H 2.768 -0.667 -4.352  0.390
69 H 3.851 0.098 -3.223  0.561
70 H 2.301 1.591 -5.393  0.193
71 H 4.007 1.195 -5.419  0.506
72 H 3.627 3.541 -4.649  0.516
73 H 4.406 2.575 -3.406  0.319
74 H 1.441 3.268 -3.599  -0.090
75 H 2.565 3.926 -2.424  0.517
76 H 1.181 2.105 -1.401  -0.421
77 H 2.920 1.724 -1.426  0.383
78 H -0.121 1.797 -5.091  1.051
79 H -0.533 3.707 -3.857  0.401
80 H -0.592 2.740 -2.391  -0.151
81 H -2.931 3.554 -4.140  0.421
82 H -2.594 4.011 -2.488  0.547
83 H -4.329 2.245 -2.528  0.539
84 H -2.872 1.634 -1.773  -0.168
85 H -4.176 0.751 -4.291  0.732
86 H -3.076 -0.118 -3.264  -0.137
87 H -2.466 1.830 -5.519  0.744
88 H -1.990 0.165 -5.406  0.400
89 H 0.984 -1.799 -3.773  0.861
90 H -1.816 -1.783 -3.288  -0.258
91 H -0.759 -3.155 -3.521  0.465
92 H -2.363 -1.750 -5.695  0.196
93 H -2.641 -3.329 -5.030  0.578
94 H -1.403 -3.205 -7.295  0.414
95 H -0.774 -4.295 -6.113  0.313
96 H 0.785 -2.447 -7.425  0.447
97 H 1.220 -3.142 -5.895  0.376
98 H -0.303 -0.523 -6.239  0.311
99 H 1.405 -0.665 -5.889  0.482


Entry 2:
Formula: C6H13BOS
Source: OMol25
Level of theory: ωB97M-V/def2-TZVPD

Values from the calculation:
E_tot, eV: -19991.7523
Energy above the lowest of the compared OMol25 structures with the same formula, charge and spin, eV: 0.438
Frontier orbital gap, eV: 9.472
SMILES: CC(C)B1OCCCS1
Max |F|, eV/Å: 6.10
Highest occupied orbital energy, eV: -8.82

Each line ends with the natural charge from an NBO analysis.
Geometry (Å):
1 C -1.121 0.845 2.467  -0.578
2 C 0.207 0.440 1.710  -0.549
3 C 1.048 -0.545 2.546  -0.591
4 B 0.090 0.113 0.157  0.816
5 O -1.002 0.339 -0.491  -0.698
6 C -1.181 0.242 -1.887  -0.070
7 C 0.040 0.124 -2.823  -0.450
8 C 1.014 -0.993 -2.537  -0.440
9 S 1.456 -0.964 -0.715  -0.115
10 H -1.820 0.133 2.298  0.201
11 H -1.459 1.730 2.182  0.201
12 H -0.897 1.041 3.471  0.200
13 H 0.949 1.329 1.634  0.217
14 H 0.819 -0.653 3.517  0.205
15 H 0.882 -1.513 2.174  0.201
16 H 2.039 -0.301 2.338  0.209
17 H -1.826 1.162 -1.978  0.199
18 H -2.011 -0.512 -1.918  0.191
19 H -0.323 -0.064 -3.745  0.222
20 H 0.661 0.932 -2.650  0.216
21 H 0.554 -2.026 -2.741  0.207
22 H 1.883 -0.858 -3.009  0.206


Entry 3:
Formula: C31H37KN3O2
Source: OMol25
Level of theory: ωB97M-V/def2-TZVPD

Values from the calculation:
E_tot, eV: -57642.7404
Frontier orbital gap, eV: 7.106
Max |F|, eV/Å: 0.78
Net charge: -1
Highest occupied orbital energy, eV: -4.97

Each line ends with the natural charge from an NBO analysis.
Geometry (Å):
1 K 0.211 -0.399 -0.555  0.933
2 C -2.868 -3.445 -2.229  -0.595
3 C -2.355 -2.045 -1.887  -0.263
4 C -1.509 -1.505 -3.049  -0.604
5 C -3.469 -1.098 -1.478  0.026
6 C -4.579 -0.986 -2.309  -0.252
7 C -5.630 -0.143 -1.996  -0.238
8 C -5.548 0.617 -0.842  -0.222
9 C -4.451 0.548 0.009  -0.016
10 C -4.397 1.508 1.183  -0.248
11 C -5.512 1.223 2.190  -0.597
12 C -4.442 2.962 0.710  -0.591
13 C -3.394 -0.341 -0.285  0.162
14 N -2.211 -0.365 0.474  -0.753
15 C -2.278 -0.724 1.754  0.594
16 O -3.262 -1.127 2.398  -0.725
17 C -0.973 -0.554 2.571  0.142
18 C -1.047 -0.463 3.956  -0.235
19 C 0.120 -0.201 4.660  -0.186
20 C 1.322 -0.030 3.988  -0.233
21 C 1.325 -0.176 2.606  0.139
22 N 0.198 -0.436 1.951  -0.488
23 C 2.619 0.107 1.803  0.594
24 O 3.533 0.672 2.429  -0.727
25 N 2.588 -0.257 0.530  -0.762
26 C 3.649 0.154 -0.296  0.159
27 C 3.568 1.392 -0.966  0.035
28 C 4.596 1.785 -1.820  -0.236
29 C 5.687 0.970 -2.049  -0.253
30 C 5.739 -0.272 -1.430  -0.206
31 C 4.741 -0.703 -0.566  -0.037
32 C 4.872 -2.098 0.023  -0.224
33 C 3.725 -3.028 -0.369  -0.604
34 C 5.093 -2.114 1.538  -0.597
35 C 2.360 2.300 -0.806  -0.252
36 C 1.605 2.458 -2.131  -0.604
37 C 2.726 3.664 -0.222  -0.601
38 H -2.032 -4.130 -2.391  0.198
39 H -3.472 -3.449 -3.139  0.192
40 H -3.482 -3.838 -1.418  0.220
41 H -1.735 -2.161 -0.995  0.213
42 H -2.123 -1.407 -3.948  0.210
43 H -0.679 -2.176 -3.287  0.201
44 H -1.109 -0.506 -2.869  0.191
45 H -4.618 -1.576 -3.219  0.192
46 H -6.492 -0.067 -2.647  0.195
47 H -6.353 1.302 -0.596  0.195
48 H -3.445 1.365 1.688  0.226
49 H -6.496 1.375 1.737  0.182
50 H -5.436 1.898 3.048  0.192
51 H -5.433 0.198 2.546  0.244
52 H -5.386 3.203 0.214  0.190
53 H -3.636 3.172 0.004  0.207
54 H -4.335 3.642 1.559  0.198
55 H -2.007 -0.584 4.436  0.238
56 H 0.087 -0.106 5.740  0.201
57 H 2.246 0.223 4.488  0.238
58 H 4.534 2.746 -2.320  0.192
59 H 6.485 1.287 -2.709  0.197
60 H 6.579 -0.933 -1.621  0.193
61 H 5.779 -2.513 -0.434  0.185
62 H 2.787 -2.677 0.065  0.227
63 H 3.921 -4.038 -0.001  0.194
64 H 3.617 -3.081 -1.455  0.196
65 H 4.167 -1.926 2.079  0.221
66 H 5.802 -1.348 1.849  0.219
67 H 5.471 -3.094 1.849  0.187
68 H 1.706 1.814 -0.082  0.211
69 H 2.221 3.008 -2.847  0.203
70 H 0.669 3.006 -1.999  0.205
71 H 1.386 1.492 -2.596  0.193
72 H 3.384 4.220 -0.895  0.190
73 H 3.242 3.540 0.731  0.231
74 H 1.831 4.269 -0.057  0.198


Entry 4:
Formula: C5H8LiO4Rb
Source: OMol25
Level of theory: ωB97M-V/def2-TZVPD

Values from the calculation:
E_tot, eV: -14362.5472
Energy above the lowest of the compared OMol25 structures with the same formula, charge and spin, eV: 1.271
Frontier orbital gap, eV: 3.851
Max |F|, eV/Å: 2.47
Highest occupied orbital energy, eV: -4.56

Each line ends with the Mulliken charge.
Geometry (Å):
1 O -3.629 0.507 0.244  -0.893
2 C -2.971 -0.678 -0.192  0.064
3 C -1.979 -0.426 -1.332  -0.896
4 H -2.434 -1.118 0.677  0.126
5 H -3.751 -1.425 -0.468  0.170
6 H -2.367 -0.805 -2.297  0.076
7 H -1.028 -0.965 -1.158  -0.003
8 O 1.704 0.722 1.288  -0.304
9 C 1.866 1.428 0.179  0.696
10 C 2.416 -0.516 1.195  -0.241
11 O 1.311 2.486 -0.028  -0.595
12 O 2.803 0.914 -0.601  -0.330
13 C 3.287 -0.321 -0.054  -0.245
14 H 1.682 -1.323 1.084  0.255
15 H 2.997 -0.655 2.112  0.255
16 H 3.146 -1.110 -0.802  0.254
17 H 4.352 -0.205 0.174  0.248
18 Li -5.209 0.875 0.793  0.768
19 Rb -2.196 2.616 -0.814  0.595